1.
{"formula": "C32H40BrCl2N6O3Ta", "method": "ωB97M-V with the def2-TZVPD basis set", "e_homo_ev": -7.0, "largest_force_ha_per_bohr": 0.056, "de_lowest_kcal_mol": 30.30, "homo_lumo_gap_ev": 6.667, "charge": 0, "elements": ["Ta", "C", "O", "C", "O", "N", "N", "H", "H", "H", "H", "H", "H", "Cl", "C", "C", "C", "Cl", "C", "C", "C", "C", "N", "C", "C", "O", "H", "H", "H", "H", "C", "C", "C", "C", "C", "C", "C", "C", "C", "C", "C", "C", "N", "H", "H", "H", "H", "H", "H", "H", "H", "H", "H", "H", "H", "H", "H", "H", "H", "H", "C", "C", "C", "C", "N", "H", "H", "H", "H", "H", "H", "H", "H", "H", "Br", "C", "C", "C", "C", "N", "C", "H", "H", "H", "H"], "coordinates": [[10.34304, 11.20651, 11.07298], [13.20589, 8.09080, 12.92967], [12.88526, 9.55384, 13.16208], [11.67268, 9.79689, 13.57302], [11.16787, 10.83991, 13.10185], [10.96107, 8.98506, 14.37024], [9.70379, 9.42786, 14.82980], [13.34391, 8.04788, 11.83211], [12.36132, 7.42994, 13.25923], [14.00076, 7.82201, 13.57972], [11.39228, 8.26986, 14.90497], [9.77636, 10.40833, 14.98752], [9.01961, 9.25740, 14.06553], [9.51909, 10.99923, 6.83662], [8.67565, 12.19270, 7.68068], [7.39857, 12.47028, 7.22560], [6.65090, 13.51913, 7.75828], [5.03815, 13.84330, 7.13935], [7.21065, 14.41334, 8.68111], [6.63356, 15.60504, 9.11235], [7.27235, 16.28336, 10.09978], [8.48393, 15.85378, 10.66168], [9.10006, 14.73944, 10.23060], [8.54469, 14.03067, 9.20434], [9.21428, 12.81368, 8.79780], [10.34582, 12.36881, 9.35523], [7.05733, 11.78451, 6.50992], [5.66797, 16.03820, 8.73292], [6.88042, 17.18111, 10.50536], [9.03851, 16.45556, 11.35785], [9.63437, 7.58888, 8.73682], [10.39703, 7.03103, 9.94117], [9.75456, 7.22482, 11.33281], [11.85819, 7.47304, 9.90367], [12.83691, 6.47210, 9.80801], [14.23179, 6.82204, 9.76991], [14.48259, 8.12474, 9.40526], [13.58306, 9.14043, 9.50438], [13.97548, 10.52792, 9.06124], [13.84151, 11.43786, 10.28093], [13.18749, 10.84300, 7.78032], [12.24878, 8.84699, 9.91155], [11.38305, 9.85315, 10.37305], [8.67236, 7.06436, 8.66685], [10.19316, 7.39286, 7.86223], [9.44388, 8.70749, 8.86476], [10.29857, 5.91112, 9.78410], [9.73043, 8.30163, 11.67853], [10.30698, 6.61069, 12.05342], [8.72158, 6.82567, 11.38906], [12.55710, 5.41692, 10.04180], [15.00644, 6.10801, 9.96107], [15.45000, 8.42026, 9.18375], [15.03949, 10.46731, 8.77758], [14.81625, 11.89267, 10.54216], [13.44843, 10.89058, 11.15696], [13.14127, 12.25052, 10.16825], [12.10396, 10.74606, 7.91900], [13.49419, 10.14564, 7.01574], [13.41967, 11.77812, 7.30792], [6.78021, 9.31654, 12.15858], [7.11503, 10.37716, 11.12738], [6.31699, 11.62236, 11.30216], [6.80112, 9.83398, 9.67849], [8.59053, 10.74931, 11.27786], [5.75630, 8.91996, 12.01286], [6.92978, 9.71712, 13.15676], [7.38313, 8.40558, 12.01093], [5.23945, 11.45388, 11.31962], [6.51721, 12.24772, 10.44128], [6.59380, 12.16581, 12.19228], [5.70936, 9.59147, 9.69433], [7.46296, 8.94875, 9.57651], [7.09092, 10.54580, 8.93326], [7.56473, 14.59649, 15.31326], [9.15888, 14.23525, 14.15315], [10.38947, 14.73621, 14.68863], [11.54732, 14.46033, 13.99383], [11.39182, 13.80735, 12.78011], [10.29710, 13.22072, 12.33231], [9.13246, 13.45392, 13.02243], [10.32203, 15.33053, 15.59150], [12.50854, 14.79176, 14.35144], [12.28657, 13.52980, 12.20687], [8.26839, 12.87430, 12.67241]], "forces_ev_per_angstrom": [[-0.46, -0.75, -1.14], [-1.54, 0.59, -0.18], [0.43, -2.51, 0.54], [-0.40, 0.70, -1.58], [-0.59, 0.31, 0.75], [-0.11, 1.15, -0.26], [-0.49, -1.44, -0.77], [0.32, -0.32, 0.96], [0.46, 0.82, -0.71], [1.17, 0.06, 0.06], [0.32, -0.46, 0.37], [-0.14, 0.83, 0.05], [0.58, 0.34, 0.66], [0.70, -1.00, -0.24], [0.11, 0.71, 0.93], [-0.81, 1.74, 1.21], [0.19, -0.71, -1.28], [0.32, -0.22, 0.10], [1.90, -1.39, -0.20], [-1.07, 0.75, 0.24], [0.56, 0.40, 0.68], [0.60, -2.03, -1.82], [-0.40, 1.13, -0.19], [-1.45, 0.37, 1.18], [0.40, 0.49, -0.30], [-0.85, 0.24, 0.59], [-0.94, -0.42, -1.04], [1.12, -0.94, 0.20], [-0.52, 0.78, 0.10], [-0.06, 0.08, 0.51], [-1.17, 1.59, 1.76], [-0.33, -0.96, 0.28], [-0.40, 0.72, 0.28], [0.10, -0.50, -0.36], [1.46, -0.10, 1.45], [-2.77, -0.54, -0.57], [0.09, -0.64, 0.94], [-1.68, 0.22, -0.50], [-0.04, -0.50, 0.11], [0.43, 0.56, 0.86], [-0.23, -0.20, 0.23], [-0.83, 0.21, 0.48], [0.47, -0.60, -0.59], [0.05, 0.25, -0.09], [0.58, -0.04, -1.08], [0.35, -1.46, -0.39], [0.83, 1.00, 0.18], [0.08, -1.19, -0.48], [0.13, 0.22, 0.03], [0.38, 0.26, -0.34], [0.11, 0.91, -0.51], [0.25, -0.35, -0.32], [1.99, 0.38, -0.46], [-0.29, 0.13, 0.14], [-0.41, -0.19, -0.03], [0.57, 0.15, -0.39], [-0.29, 0.52, -0.51], [0.29, 0.18, 0.09], [-0.01, -0.67, -0.16], [0.05, 0.95, 0.26], [-0.29, -1.00, -0.54], [1.99, -0.60, -0.99], [-0.44, 0.68, -0.13], [0.49, -1.01, 2.21], [-1.15, 0.21, -0.45], [0.16, 0.61, 0.34], [-0.18, -0.09, 0.26], [0.17, 0.55, 0.16], [-0.04, -0.21, 0.08], [0.04, 0.45, -0.13], [-0.08, 0.14, 0.41], [0.91, 0.04, -0.51], [-0.85, 0.25, -0.27], [-0.16, 0.43, -0.37], [1.25, -0.47, -1.37], [0.17, 0.72, 1.68], [-1.57, -0.41, -0.71], [-0.93, 0.71, -0.06], [1.67, -1.49, -0.52], [-1.31, 0.67, 1.16], [0.42, -0.66, -0.18], [0.32, -0.18, 0.03], [0.11, 0.01, -0.14], [-0.22, 0.40, 0.16], [0.40, 0.62, 0.16]], "mulliken_charge": [-1.25, -0.47, -0.32, 0.30, -0.53, 0.11, -0.87, 0.01, 0.23, 0.37, 0.23, 0.39, 0.31, -0.17, 1.04, -0.72, 0.54, -0.28, 0.81, -1.01, -0.62, -0.49, -0.36, 0.14, -0.54, -0.80, 0.53, 0.30, 0.46, 0.53, -1.18, 0.25, -0.81, 0.65, -0.72, -1.40, -0.60, 0.35, 0.23, -0.86, -1.62, -0.91, 3.17, 0.51, 0.45, -0.23, 0.50, -0.32, 0.34, 0.53, 0.28, 0.43, 0.48, 0.81, 0.43, -0.03, 0.03, 0.12, 0.43, 0.46, -1.47, 1.38, -1.75, -0.90, 0.98, 0.41, 0.27, 0.11, 0.41, 0.28, 0.45, 0.51, -0.04, -0.02, -0.20, -0.46, -0.15, -1.09, -0.29, 0.30, 0.58, 0.48, 0.50, 0.31, -0.24]}

2.
{"formula": "C32H34N2O5", "method": "ωB97M-V with the def2-TZVPD basis set", "e_homo_ev": -5.2, "largest_force_ha_per_bohr": 0.064, "de_lowest_kcal_mol": 125.06, "homo_lumo_gap_ev": 2.642, "charge": 0, "elements": ["C", "O", "C", "C", "C", "C", "C", "C", "O", "O", "C", "C", "C", "O", "C", "O", "C", "C", "H", "H", "H", "H", "H", "H", "H", "H", "H", "H", "H", "H", "H", "C", "N", "C", "C", "C", "C", "C", "C", "C", "C", "C", "C", "C", "C", "N", "C", "C", "C", "C", "C", "C", "H", "H", "H", "H", "H", "H", "H", "H", "H", "H", "H", "H", "H", "H", "H", "H", "H", "H", "H", "H", "H"], "coordinates": [[-5.30841, -1.12812, 5.20536], [-4.48969, 0.01066, 4.84992], [-3.14761, -0.06765, 5.05117], [-2.40780, 1.13718, 4.99006], [-1.02703, 1.09845, 4.95064], [-0.29767, -0.13471, 4.93800], [1.13253, -0.19391, 4.74604], [1.78780, -1.44200, 5.27107], [1.24152, -2.43523, 5.72437], [3.16327, -1.45143, 5.41151], [3.84156, -0.32732, 4.85351], [5.30340, -0.41844, 5.31417], [3.74093, -0.32327, 3.34142], [3.27270, 0.85642, 5.41727], [1.89532, 0.98000, 5.27504], [1.42729, 2.00940, 5.73373], [-1.08344, -1.31179, 5.16528], [-2.46858, -1.29069, 5.25152], [-6.32280, -0.72542, 5.13536], [-5.17643, -1.95740, 4.48493], [-5.10424, -1.49077, 6.22809], [-2.95629, 2.07500, 4.93187], [-0.47611, 2.03148, 5.00158], [5.34434, -0.44933, 6.41091], [5.74250, -1.33826, 4.90520], [5.85486, 0.45581, 4.94374], [2.69537, -0.28165, 3.00819], [4.28580, 0.54564, 2.95966], [4.21152, -1.23663, 2.96543], [-0.57159, -2.25393, 5.35747], [-3.02369, -2.21939, 5.41894], [1.94610, 3.90800, -6.21853], [2.17913, 3.34799, -4.91028], [3.49876, 3.43854, -4.32304], [3.34266, 2.78858, -2.93318], [1.91031, 2.38360, -2.86139], [1.28886, 2.73068, -4.08209], [-0.06172, 2.39718, -4.29457], [-0.73575, 1.70501, -3.30213], [-0.18990, 1.49419, -1.97484], [-0.89461, 1.01241, -0.81548], [-2.30390, 0.79496, -0.76161], [-2.79538, 0.04520, 0.34914], [-4.13820, -0.25698, 0.43499], [-5.05556, 0.12110, -0.56836], [-6.30738, -0.30709, -0.25050], [-7.51393, -0.17164, -1.03057], [-6.34305, -0.99160, 1.02579], [-4.88210, -0.95536, 1.51517], [-4.61200, 0.86270, -1.67870], [-3.29060, 1.26788, -1.70849], [1.20079, 1.79542, -1.83234], [0.88014, 3.85865, -6.45666], [2.28110, 4.95747, -6.24559], [2.51803, 3.36763, -6.99058], [4.23752, 2.90139, -4.92925], [3.82615, 4.48081, -4.23742], [4.01378, 1.92665, -2.84409], [3.59870, 3.50455, -2.14485], [-0.52538, 2.66850, -5.24004], [-1.71363, 1.29338, -3.56404], [-0.28672, 0.73435, 0.06863], [-2.11807, -0.31563, 1.11671], [-7.27920, 0.30671, -1.98636], [-7.96259, -1.16172, -1.21387], [-8.26416, 0.43117, -0.49285], [-7.01472, -0.47520, 1.72513], [-6.70494, -2.02173, 0.90961], [-4.50595, -1.97146, 1.68571], [-4.81745, -0.42168, 2.47314], [-5.32309, 1.13357, -2.44988], [-3.00208, 1.97597, -2.48462], [1.70847, 1.57620, -0.89455]], "forces_ev_per_angstrom": [[0.52, 0.79, -0.28], [-1.57, -0.52, 0.37], [1.59, -0.41, 0.16], [-0.74, -1.18, -0.22], [0.43, -0.51, -0.02], [-2.06, -0.15, 0.20], [2.35, -0.31, 2.28], [-0.70, 0.59, 0.32], [0.66, 0.02, -0.52], [0.19, 0.57, -0.68], [-0.11, 0.00, 0.60], [-0.49, 0.07, -0.02], [0.10, 0.00, -0.48], [0.06, -0.49, -0.67], [-0.74, -0.47, 0.38], [0.50, -0.14, -0.57], [0.38, 0.39, 0.04], [-0.61, 1.09, -0.54], [0.07, -0.32, 0.10], [0.01, 0.26, 0.29], [-0.02, 0.20, -0.39], [0.12, -0.10, 0.06], [-0.14, -0.25, -0.30], [-0.03, 0.03, -0.33], [-0.08, 0.27, 0.14], [-0.12, -0.24, 0.13], [0.45, -0.02, 0.13], [-0.04, -0.10, -0.02], [-0.05, 0.11, -0.05], [-0.32, 0.48, -0.34], [0.26, 0.33, -0.09], [-0.04, 0.01, -0.15], [-0.80, -0.24, 0.17], [0.38, -0.11, 0.41], [0.85, 0.09, 0.31], [-0.73, -0.50, 0.59], [0.36, 0.36, -0.04], [0.03, -0.20, 0.11], [-0.09, 0.17, 0.34], [0.19, -0.20, -0.15], [-0.79, 0.03, -1.65], [0.38, 0.35, 0.31], [-1.24, -0.28, 0.00], [1.15, 0.33, 0.06], [-0.54, -0.43, 0.23], [0.66, 0.43, -0.68], [-0.10, 0.06, -0.08], [0.12, -0.25, 0.51], [-0.19, -0.56, 0.98], [0.36, 0.26, 0.05], [0.03, -0.30, -0.13], [0.35, 0.50, -0.61], [0.25, 0.08, -0.05], [-0.21, -0.26, 0.06], [-0.22, 0.06, 0.22], [-0.13, 0.11, -0.06], [-0.11, -0.05, -0.16], [-0.13, 0.17, 0.13], [0.01, -0.22, -0.06], [-0.10, -0.42, 0.18], [0.49, 0.25, 0.18], [-0.49, 0.24, -0.57], [0.01, 0.13, 0.01], [-0.19, -0.14, 0.20], [0.21, 0.27, -0.03], [0.27, -0.09, -0.17], [0.05, -0.07, -0.20], [-0.05, 0.19, -0.10], [0.01, 0.23, 0.00], [0.17, -0.10, -0.20], [0.22, 0.31, 0.03], [-0.15, -0.26, 0.38], [-0.15, 0.07, -0.08]], "mulliken_charge": [-0.88, -0.46, 0.80, -0.83, -0.49, -0.38, 0.14, 0.53, -0.72, -0.42, 1.70, -1.72, -1.30, -0.42, 0.49, -0.71, -0.88, -0.31, 0.24, 0.29, 0.41, 0.36, 0.49, 0.40, 0.37, 0.38, 0.24, 0.35, 0.35, 0.63, 0.33, -0.92, 0.05, -0.68, -0.80, 1.21, 0.55, -1.19, -0.94, 0.55, -0.63, 0.61, -0.97, 0.96, 0.30, 0.08, -0.94, -0.88, -0.19, -1.18, -1.08, -1.24, 0.29, 0.31, 0.31, 0.33, 0.34, 0.28, 0.30, 0.25, 0.96, 0.58, 0.62, 0.29, 0.31, 0.31, 0.40, 0.33, 0.36, -0.04, 0.25, 1.02, 0.55]}

3.
{"formula": "C6H11NS", "method": "ωB97M-V with the def2-TZVPD basis set", "e_homo_ev": -7.9, "largest_force_ha_per_bohr": 0.086, "de_lowest_kcal_mol": 79.78, "homo_lumo_gap_ev": 8.842, "charge": 0, "elements": ["C", "C", "C", "C", "C", "C", "N", "S", "H", "H", "H", "H", "H", "H", "H", "H", "H", "H", "H"], "coordinates": [[-0.20102, 1.73602, -0.07297], [0.80338, 0.93448, 0.04456], [-0.15341, -0.89436, -0.37606], [2.19102, 1.17712, 0.41177], [-0.03810, -1.28938, -1.86573], [-1.76125, -0.81817, 1.41381], [-1.41286, -0.55950, 0.03819], [-1.87413, 1.02114, -0.38792], [-0.18917, 2.71813, 0.28195], [0.17516, -1.63506, 0.35641], [2.61254, 1.90017, -0.34760], [2.78562, 0.27040, 0.51853], [2.39318, 1.90791, 1.25716], [-0.66470, -0.59788, -2.42177], [-0.38290, -2.32320, -2.15137], [0.97566, -1.17760, -2.10534], [-1.90776, -1.86409, 1.57559], [-0.79628, -0.41913, 2.01180], [-2.55497, -0.08702, 1.81899]], "forces_ev_per_angstrom": [[-1.62, -0.97, 0.24], [-1.54, -3.46, -0.67], [1.51, 0.61, 0.06], [1.64, 2.32, -0.15], [-1.18, -0.10, 1.09], [2.27, 2.99, 2.31], [-2.64, 1.20, -0.34], [1.05, 0.47, -0.59], [-0.15, 1.67, 0.07], [0.76, 0.01, -0.40], [0.04, -1.37, -0.01], [0.12, 0.31, -0.05], [-0.79, -1.36, -0.06], [0.19, 0.18, -0.23], [0.30, 0.87, 0.83], [1.41, 0.10, -0.85], [-0.34, -0.53, 0.36], [-1.84, -1.20, -0.60], [0.82, -1.74, -1.00]], "mulliken_charge": [-0.31, 0.28, -0.17, -1.20, -1.28, -0.79, -0.10, -0.12, 0.45, 0.47, 0.28, 0.28, 0.31, 0.29, 0.33, 0.37, 0.35, 0.27, 0.27]}

- Which formula does entry 2 have?
  C32H34N2O5

- Which formula does entry 1 have?
  C32H40BrCl2N6O3Ta

- Look up the charge of the third one.
  0

- Number 3 is which compound?
  C6H11NS